Below is a 2-piece molecular cluster, C27H36N3 overall, with properties calculated with wB97M-V/def2-TZVPD.

For the HOMO-LUMO gap, the calculation gives 5.8 eV. The spin multiplicity is 1. The value obtained for the energy relative to the best compared isomer or geometry (same formula, charge and spin) is 8.7 kcal per mole. As for the total charge: +1. The calculation puts the energy at -33048.43515 eV.

Element x y z (Å)
C1 -6.20 0.97 0.14
C2 -6.24 -0.34 0.89
N1 -5.01 -1.08 0.71
C3 -5.12 -2.51 0.96
C4 -3.95 -3.25 0.37
C5 -2.65 -2.69 0.93
C6 -2.60 -1.20 0.87
C7 -3.80 -0.45 0.70
C8 -3.71 0.97 0.58
C9 -2.47 1.58 0.54
C10 -1.25 0.84 0.69
C11 0.00 1.48 0.52
C12 1.26 0.84 0.42
C13 2.48 1.57 0.60
C14 3.72 0.96 0.62
C15 3.81 -0.46 0.53
N2 5.02 -1.09 0.55
C16 6.25 -0.35 0.37
C17 6.20 0.97 1.11
C18 4.97 1.78 0.72
C19 5.13 -2.51 0.31
C20 3.95 -3.26 0.90
C21 2.65 -2.70 0.33
C22 2.61 -1.21 0.35
C23 1.41 -0.56 0.15
C24 -1.40 -0.54 1.03
C25 -4.97 1.78 0.52
H1 -6.18 0.77 -0.94
H2 -7.11 1.53 0.37
H3 -6.41 -0.15 1.96
H4 -7.06 -0.98 0.54
H5 -5.17 -2.69 2.04
H6 -6.07 -2.85 0.52
H7 -4.03 -4.31 0.61
H8 -3.95 -3.15 -0.72
H9 -2.53 -3.01 1.97
H10 -1.80 -3.10 0.37
H11 -2.42 2.66 0.38
H12 0.00 2.57 0.50
H13 2.42 2.66 0.74
H14 7.07 -0.98 0.73
H15 6.42 -0.16 -0.70
H16 6.17 0.78 2.19
H17 7.11 1.53 0.89
H18 5.16 2.27 -0.25
H19 4.82 2.59 1.44
H20 5.18 -2.71 -0.78
H21 6.08 -2.85 0.74
H22 4.04 -4.32 0.66
H23 3.95 -3.15 1.99
H24 2.53 -3.05 -0.71
H25 1.81 -3.10 0.90
H26 0.57 -1.13 -0.23
H27 -0.55 -1.11 1.41
H28 -4.83 2.59 -0.21
H29 -5.15 2.26 1.49
C26 -1.23 3.01 -3.52
N3 -0.01 3.23 -2.79
C27 1.21 3.04 -3.53
H30 -2.08 3.09 -2.82
H31 -1.38 3.72 -4.35
H32 -1.21 1.99 -3.94
H33 -0.02 4.06 -2.21
H34 2.06 3.15 -2.85
H35 1.21 2.03 -3.96
H36 1.33 3.76 -4.37

Below is a 10-piece molecular cluster, C27H36NO30 overall, with properties calculated with wB97M-V/def2-TZVPD.

For the HOMO-LUMO gap, the calculation gives 9.7 eV. The spin multiplicity is 1. As for the total charge: -1. The calculation puts the energy at -91498.23035 eV.

Element x y z (Å)
N1 2.04 -18.63 -2.09
O1 1.52 -18.59 -3.20
O2 1.66 -19.51 -1.32
O3 2.90 -17.80 -1.73
C1 1.81 -22.76 -2.37
C2 0.87 -22.91 -1.21
O4 0.06 -24.04 -1.56
C3 0.19 -24.35 -2.85
O5 -0.44 -25.11 -3.51
O6 1.19 -23.55 -3.38
H1 2.82 -23.22 -2.28
H2 1.90 -21.71 -2.62
H3 0.26 -22.00 -1.13
H4 1.36 -23.15 -0.24
C4 -1.74 -19.70 -0.39
C5 -2.61 -18.78 0.42
O7 -3.71 -19.65 0.80
C6 -3.75 -20.70 -0.07
O8 -4.55 -21.58 -0.10
O9 -2.70 -20.67 -0.85
H5 -0.96 -20.21 0.21
H6 -1.24 -19.17 -1.18
H7 -3.11 -18.03 -0.16
H8 -2.14 -18.33 1.30
C7 2.68 -19.74 -5.81
C8 2.24 -21.20 -5.83
O10 2.99 -21.77 -6.94
C9 3.35 -20.79 -7.78
O11 3.81 -20.99 -8.85
O12 3.08 -19.62 -7.21
H9 3.48 -19.62 -5.05
H10 1.86 -19.06 -5.75
H11 1.18 -21.29 -6.13
H12 2.51 -21.76 -4.94
C10 -0.54 -16.53 -4.53
C11 -1.06 -17.12 -3.23
O13 -2.24 -16.35 -2.97
C12 -2.52 -15.60 -4.01
O14 -3.51 -15.02 -4.16
O15 -1.51 -15.60 -4.93
H13 -0.38 -17.19 -5.36
H14 0.45 -16.05 -4.53
H15 -0.46 -17.00 -2.35
H16 -1.36 -18.15 -3.33
C13 1.08 -15.01 -1.57
C14 1.67 -13.84 -0.82
O16 1.25 -14.02 0.57
C15 0.71 -15.25 0.69
O17 0.43 -15.75 1.73
O18 0.57 -15.88 -0.48
H17 1.80 -15.63 -2.07
H18 0.25 -14.87 -2.24
H19 1.42 -12.84 -1.18
H20 2.75 -13.94 -0.77
C16 2.43 -18.78 1.52
C17 1.38 -19.71 1.83
O19 1.85 -20.95 1.39
C18 3.14 -20.83 0.98
O20 3.77 -21.71 0.46
O21 3.58 -19.61 1.20
H21 2.71 -18.16 2.35
H22 2.30 -18.21 0.62
H23 0.45 -19.61 1.29
H24 1.16 -19.86 2.90
C19 4.58 -16.91 -4.33
C20 5.93 -16.27 -4.42
O22 5.73 -15.02 -3.76
C21 4.42 -14.81 -3.63
O23 3.98 -13.87 -3.08
O24 3.67 -15.79 -4.12
H25 4.36 -17.60 -3.46
H26 4.31 -17.47 -5.21
H27 6.31 -15.96 -5.43
H28 6.67 -16.80 -3.89
C22 5.05 -20.74 -1.95
C23 6.13 -20.06 -1.15
O25 6.73 -19.18 -2.15
C24 6.35 -19.67 -3.38
O26 6.78 -19.25 -4.42
O27 5.45 -20.70 -3.28
H29 4.08 -20.24 -1.92
H30 4.89 -21.79 -1.64
H31 6.96 -20.72 -0.81
H32 5.75 -19.45 -0.35
C25 -2.34 -21.88 -3.95
C26 -3.62 -22.46 -3.35
O28 -4.29 -23.01 -4.47
C27 -3.41 -23.26 -5.45
O29 -3.60 -23.84 -6.48
O30 -2.16 -22.75 -5.09
H33 -1.45 -21.93 -3.29
H34 -2.35 -20.83 -4.30
H35 -4.27 -21.70 -2.90
H36 -3.47 -23.24 -2.56